1.
Formula: C19H30N4O11Pd
Source: the Open Molecules 2025 dataset
Level of theory: wB97M-V/def2-TZVPD

## Properties
2S+1: 3
Lowest unoccupied orbital energy (alpha / beta): 3.546 / 3.545 eV
Charge: -2
Expectation value of S²: 2.010
Frontier orbital gap (alpha / beta): 3.97 / 3.96 eV
E_tot: -1916.38853 Eh
ΔE to the lowest compared entry with this formula, charge and spin: 0.0000 eV

Each line ends with the Mulliken charge.
Positions of all 65 atoms, in Å:
Pd -10.9577 -3.9513 9.3999  1.378
C -8.9674 -2.0896 12.5727  -0.406
C -8.4777 -1.4059 13.7443  0.340
C -9.1401 -1.6874 15.1572  0.415
O -8.7698 -0.8917 16.0774  -0.765
C -10.1459 -2.6962 15.2215  -0.734
C -10.5457 -3.3637 14.1283  0.606
C -9.9945 -2.9259 12.7372  -0.493
O -10.5244 -3.3930 11.6599  -0.361
O -11.3981 -4.3089 14.2922  -0.851
O -7.5826 -0.5648 13.7316  -0.717
H -8.5541 -1.9059 11.5920  0.561
H -10.5772 -2.9080 16.1887  0.365
C -9.2787 -2.4259 8.0304  0.787
O -8.2614 -1.8040 7.7202  -0.823
O -8.9787 -3.5254 8.4595  -0.602
O -10.4399 -2.0683 8.1715  -0.626
C -8.5896 -6.2439 10.2269  0.082
O -9.7629 -5.9938 9.8939  -0.532
N -8.1645 -6.4937 11.4405  0.362
C -6.8013 -6.9339 11.6689  -0.978
C -9.0255 -6.3663 12.6851  -0.671
H -7.7615 -6.2093 9.5021  0.192
H -6.8095 -7.9538 12.0534  0.342
H -6.2053 -6.3258 12.3494  0.309
H -6.2356 -6.9904 10.7389  0.303
H -9.9951 -5.9207 12.4628  -0.210
H -9.2278 -7.3886 13.0047  0.392
H -8.6403 -5.6658 13.4260  0.363
C -14.1303 -2.8025 9.6213  -0.042
O -12.8892 -2.8773 9.7177  -0.679
N -15.0255 -2.9505 10.6420  0.224
C -16.4834 -2.9902 10.4877  -1.021
C -14.6049 -3.1484 12.0841  -1.061
H -14.6351 -2.6543 8.6541  0.302
H -16.9727 -2.2000 11.0572  0.354
H -16.8418 -3.8517 11.0513  0.351
H -16.8465 -2.9562 9.4605  0.293
H -15.3279 -2.6993 12.7650  0.401
H -14.6083 -4.2094 12.3339  0.233
H -13.5576 -2.8477 12.1122  0.338
C -12.2261 -4.1533 6.4027  -0.017
O -11.8059 -4.5958 7.4873  -0.747
N -13.4921 -4.1558 6.0418  0.397
C -13.9643 -3.6505 4.7949  -1.053
C -14.5071 -5.0191 6.7877  -0.797
H -11.5778 -3.6484 5.6699  0.349
H -14.9988 -3.3324 4.9243  0.298
H -13.9408 -4.4269 4.0302  0.336
H -13.4028 -2.7682 4.4878  0.365
H -14.7328 -5.9531 6.2733  0.374
H -14.1110 -5.2526 7.7760  -0.044
H -15.4675 -4.5374 6.9712  0.381
C -12.7912 -6.1199 11.0711  -0.038
O -12.4698 -5.3063 10.2429  0.012
N -13.3191 -7.3032 10.7896  0.300
C -13.4178 -8.3029 11.8125  -1.173
C -13.7063 -7.7703 9.4781  -1.078
H -12.5546 -5.9808 12.1374  0.319
H -12.6774 -8.1272 12.5930  0.343
H -13.3503 -9.3384 11.4790  0.325
H -14.4148 -8.2396 12.2484  0.392
H -13.3402 -7.1442 8.6644  0.285
H -13.3424 -8.7826 9.3020  0.368
H -14.7740 -7.9895 9.4795  0.383

=====

2.
Formula: C9H11N3O3
Source: the Open Molecules 2025 dataset
Level of theory: wB97M-V/def2-TZVPD

## Properties
2S+1: 1
SMILES string: CN(C)C(=O)O/[N+]([O-])=N/c1ccccc1
Lowest unoccupied orbital energy: 0.334 eV
Frontier orbital gap: 9.17 eV
E_tot: -739.36389 Eh
ΔE to the lowest compared entry with this formula, charge and spin: 2.8429 eV

Each line ends with the Mulliken charge.
Positions of all 26 atoms, in Å:
C 4.5802 1.1892 -0.3048  -0.690
C 3.8836 0.0363 0.0801  -0.472
C 3.8052 2.2199 -0.8840  -0.349
C 2.5306 -0.2058 -0.2416  -0.392
C 2.4524 1.9800 -1.2078  -0.249
C 1.8254 0.7915 -0.9028  0.365
C -1.8349 0.8557 -0.0002  0.810
C -3.4589 -0.0279 1.5976  -0.935
C -3.3881 -0.9000 -0.7043  -1.085
N 0.4355 0.6394 -0.9424  -0.510
N -2.7471 -0.0833 0.3238  0.093
N -0.3339 1.1695 -1.7259  1.074
O -1.3205 1.5941 0.7739  -0.583
O -0.1824 1.7680 -2.7243  -0.696
O -1.6328 0.8992 -1.3448  -0.412
H 5.5583 1.3350 -0.1517  0.519
H 4.3428 -0.5850 0.7310  0.434
H 4.2706 3.2025 -1.1868  0.289
H 1.9596 -1.0204 0.2720  0.311
H 2.0395 2.6894 -1.8661  0.396
H -3.3910 0.9602 2.1930  0.293
H -4.5220 -0.1244 1.3019  0.385
H -3.1833 -0.7510 2.3282  0.278
H -3.9389 -1.8624 -0.4077  0.327
H -3.9852 -0.2263 -1.2487  0.435
H -2.6962 -1.2239 -1.3809  0.366

=====

3.
Formula: CHNO4
Source: the Open Molecules 2025 dataset
Level of theory: wB97M-V/def2-TZVPD

## Properties
2S+1: 1
SMILES string: O=CO[N+](=O)[O-]
Lowest unoccupied orbital energy: -0.477 eV
Frontier orbital gap: 11.04 eV
E_tot: -394.26749 Eh
ΔE to the lowest compared entry with this formula, charge and spin: 2.5956 eV

Each line ends with the Mulliken charge.
Positions of all 7 atoms, in Å:
C 1.0791 -0.3841 0.0796  0.236
N -1.1798 0.2986 -0.1484  1.025
O 2.0110 -1.0948 -0.1189  -0.405
O -2.2192 -0.1545 0.1309  -0.475
O -0.1345 -0.6356 -0.3901  -0.222
O -0.8907 1.4445 -0.2658  -0.480
H 1.3341 0.5259 0.7127  0.321

=====

4.
Formula: C3H4Cl2S
Source: the Open Molecules 2025 dataset
Level of theory: wB97M-V/def2-TZVPD

## Properties
2S+1: 1
Lowest unoccupied orbital energy: -0.774 eV
Frontier orbital gap: 8.59 eV
E_tot: -1435.12538 Eh
ΔE to the lowest compared entry with this formula, charge and spin: 3.6272 eV

Each line ends with the Mulliken charge.
Positions of all 10 atoms, in Å:
C -1.8560 -0.2536 0.0860  -0.011
C 0.8210 -0.2487 -0.9673  -0.676
C 1.3903 -0.6088 0.1367  -0.126
S -1.5107 1.5083 0.6914  -0.123
Cl -1.4880 -1.1167 1.4192  -0.013
Cl 1.9829 0.5568 1.4190  -0.160
H 0.7918 0.7901 -1.3615  0.309
H 0.3137 -1.0580 -1.4922  0.322
H 1.4079 -1.7171 0.4285  0.336
H -1.8528 2.1477 -0.3598  0.144

=====

5.
Formula: C4H3N3O
Source: the Open Molecules 2025 dataset
Level of theory: wB97M-V/def2-TZVPD

## Properties
2S+1: 1
SMILES string: [H]/N=c1\[nH]nc(C#C)o1
Lowest unoccupied orbital energy: 0.226 eV
Frontier orbital gap: 8.95 eV
E_tot: -393.59473 Eh
ΔE to the lowest compared entry with this formula, charge and spin: 3.3927 eV

Each line ends with the Mulliken charge.
Positions of all 11 atoms, in Å:
C -0.9060 0.8045 0.8860  0.520
C 0.2588 -0.3431 -0.5868  0.509
C 1.3641 -0.6218 -1.4537  -0.230
C 2.4973 -0.7639 -1.9614  -0.202
H -1.8116 1.5189 2.5445  0.253
H -2.1344 -0.9960 1.2090  0.274
H 3.3950 -0.4434 -2.6269  0.314
N -1.1579 1.7214 1.7008  -0.639
N -1.1863 -0.5977 0.9053  0.011
N -0.4063 -1.3491 0.0121  -0.488
O 0.0649 0.8806 -0.0948  -0.322

=====

6.
Formula: C21H22N4O3
Source: the Open Molecules 2025 dataset
Level of theory: wB97M-V/def2-TZVPD

## Properties
2S+1: 1
Lowest unoccupied orbital energy: -0.642 eV
Frontier orbital gap: 7.99 eV
E_tot: -1257.57181 Eh
ΔE to the lowest compared entry with this formula, charge and spin: 18.9702 eV

Each line ends with the Mulliken charge.
Positions of all 50 atoms, in Å:
C 4.0767 1.7721 4.5751  -1.094
H 4.8805 1.3866 4.9358  0.495
H 4.2465 2.8545 4.0958  0.348
O 3.5516 1.1090 3.4927  -0.472
C 4.2448 1.1161 2.4495  0.971
C 5.6531 1.4429 2.3685  -0.479
C 6.3973 1.1832 1.2960  -0.829
C 5.8739 0.7104 -0.0245  -0.873
C 4.6295 0.1729 0.1080  -0.374
C 3.7592 0.2344 1.3060  0.059
C 2.6217 -0.4497 1.1261  0.658
O 2.1126 -0.6724 0.1235  -0.596
N 1.6866 -0.4061 2.5061  0.108
H 2.2231 -0.1907 3.1762  0.116
C 0.5065 -1.0583 2.4762  -0.880
H 0.5370 -2.1313 1.9200  0.239
H 0.2377 -1.5438 3.6514  0.301
C -0.6269 -0.2789 2.2100  0.632
O -1.4837 0.1737 2.7624  -0.522
N -0.5370 -0.0044 0.8434  0.095
H 0.2057 -0.1521 0.2573  0.266
C -1.3789 0.8722 0.2431  0.568
C -2.3219 0.1996 -0.8685  0.565
C -3.6877 0.2453 -0.7247  -0.866
C -4.4778 -0.0750 -1.9102  -0.660
C -4.0345 -1.0827 -2.7257  1.139
C -2.7044 -1.1490 -2.5542  0.180
C -1.7536 -0.5500 -1.9269  -1.397
H -0.6891 -0.7206 -1.7007  0.278
H -2.1756 -1.8756 -3.4127  0.048
N -4.7201 -1.7373 -3.6993  0.090
C -4.5201 -2.8439 -4.1434  0.214
N -5.4700 -3.3846 -4.9936  -0.661
C -6.4257 -2.2725 -4.8569  -0.235
C -5.9768 -1.3187 -4.0484  -0.787
H -6.3190 -0.4867 -4.0528  0.525
H -7.2784 -2.2284 -5.6465  0.305
H -3.6466 -3.8230 -3.8103  0.215
H -5.5996 -0.1891 -1.6699  0.324
H -4.0698 0.9290 -0.0336  0.394
C -0.8919 2.0228 -0.3938  -2.161
H -1.3302 2.6393 -0.8390  0.755
H -0.0571 1.7928 -1.1369  0.314
H -0.2433 2.7410 0.4148  0.230
H -2.0523 1.4764 0.9914  0.417
H 3.9573 -0.4668 -0.7204  0.119
H 6.2878 0.4346 -0.8283  0.585
H 7.1927 1.6744 1.0930  0.496
H 6.1219 2.0695 2.9494  0.484
H 3.4682 1.8392 5.3498  0.355

=====

7.
Formula: C23H28N4SbSeSiTl
Source: the Open Molecules 2025 dataset
Level of theory: wB97M-V/def2-TZVPD

## Properties
2S+1: 1
Lowest unoccupied orbital energy: -0.104 eV
Frontier orbital gap: 6.71 eV
E_tot: -4215.95907 Eh
ΔE to the lowest compared entry with this formula, charge and spin: 0.3884 eV

Each line ends with the Mulliken charge.
Positions of all 59 atoms, in Å:
Tl 1.7021 -1.6986 -0.0106  0.512
C -3.5261 4.5752 1.9827  -0.399
C -2.5561 4.6414 0.9941  -0.727
C -1.8797 3.4933 0.6020  0.224
C -2.1613 2.2701 1.1990  0.108
C -3.1492 2.2117 2.1774  -0.643
C -3.8262 3.3556 2.5721  -0.599
Sb -1.1104 0.4196 0.7442  0.859
C 0.1072 0.6839 2.5251  0.171
C 0.4013 -0.3834 3.3676  -0.251
C 1.1512 -0.1867 4.5214  -0.507
C 1.6258 1.0765 4.8354  -0.477
C 1.3428 2.1466 3.9962  -0.678
C 0.5870 1.9508 2.8509  -0.319
C 0.3218 1.4202 -0.5297  0.299
C -0.1270 1.9169 -1.7503  -0.907
C 0.7320 2.5937 -2.5995  -0.450
C 2.0653 2.7589 -2.2513  -0.608
C 2.5339 2.2340 -1.0581  -0.688
C 1.6659 1.5692 -0.1992  -0.178
H -4.0496 5.4703 2.2932  0.363
H -2.3177 5.5872 0.5236  0.391
H -1.1207 3.5497 -0.1678  0.319
H -3.3812 1.2582 2.6418  0.315
H -4.5842 3.2915 3.3428  0.373
H 0.0267 -1.3708 3.1270  0.190
H 1.3643 -1.0201 5.1797  0.408
H 2.2104 1.2300 5.7334  0.368
H 1.7096 3.1354 4.2421  0.394
H 0.3534 2.7927 2.2099  0.448
H -1.1644 1.7781 -2.0336  0.438
H 0.3625 3.0007 -3.5324  0.429
H 2.7364 3.2911 -2.9132  0.385
H 3.5741 2.3566 -0.7823  0.388
H 2.0363 1.2404 0.7648  0.479
C 3.5920 -0.7473 -3.8021  -0.780
Si 2.0671 -1.7754 -4.2601  0.456
C 2.7128 -3.5256 -4.6036  -1.034
C 1.2934 -1.0292 -5.8161  -1.038
Se 0.4738 -1.8067 -2.6488  -0.544
H 4.2655 -0.6593 -4.6590  0.350
H 4.1506 -1.2070 -2.9840  0.249
H 3.3089 0.2551 -3.4903  0.062
H 3.2402 -3.5739 -5.5596  0.335
H 1.8980 -4.2493 -4.6268  0.285
H 3.4091 -3.8328 -3.8214  0.262
H 1.9739 -1.0655 -6.6696  0.347
H 1.0254 0.0128 -5.6355  0.269
H 0.3797 -1.5628 -6.0799  0.282
N -3.1532 -4.3836 3.1113  -0.385
C -2.8687 -5.0336 1.9598  0.702
N -3.5936 -6.1275 1.6615  -0.383
N -1.9236 -4.6997 1.1412  -0.633
C -1.1261 -3.6857 1.1522  0.397
N -0.3657 -2.8103 1.0770  -0.437
H -4.0153 -4.5564 3.5954  0.214
H -2.6580 -3.5373 3.3313  0.184
H -4.3558 -6.4426 2.2303  0.176
H -3.3869 -6.5964 0.7979  0.234

=====

8.
Formula: C3H5Br3P
Source: the Open Molecules 2025 dataset
Level of theory: wB97M-V/def2-TZVPD

## Properties
2S+1: 1
Lowest unoccupied orbital energy: -5.307 eV
Charge: +1
Frontier orbital gap: 8.79 eV
E_tot: -8180.44414 Eh
ΔE to the lowest compared entry with this formula, charge and spin: 0.2700 eV

Each line ends with the Mulliken charge.
Positions of all 12 atoms, in Å:
C -0.5380 2.1473 -0.3377  -0.658
C -0.3523 1.0801 0.3951  -0.205
C -0.4783 -0.3346 0.0156  -0.536
P 0.9036 -1.5921 -0.0356  0.701
Br 2.1277 -1.4526 1.7009  0.032
Br 0.2636 -3.6615 -0.2298  0.028
Br 2.1586 -1.1859 -1.7781  0.001
H -0.9339 3.0343 0.1700  0.261
H -0.5832 2.0615 -1.3963  0.293
H -0.3405 1.1511 1.4617  0.308
H -1.2679 -0.5610 -0.8831  0.422
H -0.9594 -0.6866 0.9174  0.353